# 1
The ion C10H15N2OS with charge +1. Source: the Open Molecules 2025 dataset; level of theory: ωB97M-V with the def2-TZVPD basis set.

Results
SMILES	C#CC=S1=CN[C@H]2CCCC[C@H]2[N+]=1O
highest occupied orbital energy (spin up / spin down)	-0.428 / -0.421	Ha
ΔE to the lowest compared entry with this formula, charge and spin	777.0	kJ/mol
LUMO energy (spin up / spin down)	-0.1976 / -0.1992	Ha
frontier orbital gap (spin up / spin down)	6.3 / 6.0	eV

```
! RIJCOSX wB97M-V def2-TZVPD def2/J DEFGRID3
* xyz 1 1
C -5.01 0.64 -1.00
C -4.35 0.30 -0.08
C 2.84 1.07 0.41
C 3.04 -0.41 0.37
C 1.32 1.25 0.35
C 1.82 -1.27 0.59
C 0.78 0.44 -0.84
C 0.67 -1.00 -0.34
C -1.67 0.99 -0.65
C -3.47 0.13 0.97
N -0.47 1.00 -1.27
N -0.66 -1.28 0.08
O -0.70 -2.33 1.05
S -1.79 0.19 0.93
H -5.74 0.73 -1.80
H 3.34 1.56 1.24
H 3.05 1.52 -0.49
H 3.49 -0.67 -0.68
H 3.87 -0.59 1.01
H 0.94 0.89 1.29
H 1.01 2.27 0.32
H 2.08 -2.32 0.75
H 1.64 -1.03 1.68
H 1.51 0.41 -1.64
H 0.77 -1.57 -1.35
H -2.51 1.46 -1.18
H -3.75 -0.55 1.67
H -1.39 -3.00 0.83
H -0.67 1.16 -2.24
*
```

Results of the Mulliken charge analysis, in e, for atoms 1 through 6: 0.382 -0.732 -0.763 -0.805 -0.949 -0.780

---

# 2
A structure of composition C44H32F5N3O2S5Sb2Sn. Source: the Open Molecules 2025 dataset; level of theory: ωB97M-V with the def2-TZVPD basis set.

Results
highest occupied orbital energy	-0.038	Ha
LUMO energy	0.0954	Ha
frontier orbital gap	3.6	eV

```
! RIJCOSX wB97M-V def2-TZVPD def2/J DEFGRID3
* xyz -2 1
Sn -1.86 -1.30 0.13
S -0.27 -5.51 -1.31
Sb -0.82 -3.61 -2.42
S 0.98 -1.86 -1.49
S -2.90 -3.02 -1.23
S 2.41 -2.97 -2.30
S 0.57 1.13 0.25
Sb 1.97 0.68 -1.50
C 3.79 -0.26 -0.92
C 4.51 -1.00 -1.85
C 5.58 -1.77 -1.43
C 5.94 -1.80 -0.10
C 5.26 -1.03 0.82
C 4.16 -0.28 0.41
C 2.74 2.70 -1.68
C 1.91 3.66 -2.24
C 2.34 4.96 -2.39
C 3.61 5.32 -1.99
C 4.44 4.38 -1.41
C 4.00 3.07 -1.26
C 2.13 0.46 -3.69
C 3.22 1.10 -4.26
C 3.48 0.98 -5.61
C 2.65 0.21 -6.41
C 1.57 -0.44 -5.84
C 1.31 -0.33 -4.49
H 4.25 -0.97 -2.89
H 6.11 -2.38 -2.15
H 6.76 -2.43 0.23
H 5.56 -1.02 1.86
H 3.59 0.29 1.13
H 0.92 3.37 -2.56
H 1.68 5.70 -2.83
H 3.96 6.34 -2.13
H 5.43 4.66 -1.08
H 4.66 2.33 -0.81
H 3.87 1.70 -3.64
H 4.33 1.49 -6.05
H 2.86 0.10 -7.47
H 0.92 -1.05 -6.46
H 0.48 -0.87 -4.06
N 4.94 -1.83 4.30
C 4.02 -2.01 3.63
C 2.83 -2.22 2.89
C 2.71 -3.20 1.90
C 1.47 -3.38 1.31
N 0.40 -2.65 1.62
C 0.54 -1.70 2.53
C 1.71 -1.44 3.20
H 3.56 -3.78 1.59
H 1.33 -4.15 0.56
H -0.36 -1.12 2.72
H 1.77 -0.66 3.94
C -0.86 0.87 5.03
O -2.07 0.29 5.49
C -2.42 -0.90 4.85
C -1.68 -2.06 4.99
C -2.10 -3.22 4.36
C -3.27 -3.22 3.61
C -4.03 -2.07 3.49
C -3.59 -0.88 4.07
N -4.25 0.32 4.02
C -5.22 0.81 3.21
C -5.64 0.45 1.94
C -6.83 1.06 1.46
C -7.31 0.82 0.21
C -6.61 -0.04 -0.66
C -5.45 -0.62 -0.25
C -4.88 -0.38 1.02
O -3.74 -0.82 1.36
H 0.01 0.29 5.35
H -0.82 1.86 5.49
H -0.85 0.97 3.94
H -0.78 -2.05 5.59
H -1.52 -4.12 4.45
H -3.60 -4.12 3.12
H -4.96 -2.09 2.95
H -3.84 0.99 4.66
H -5.72 1.67 3.66
H -7.35 1.73 2.13
H -8.23 1.30 -0.12
H -6.99 -0.22 -1.65
H -4.88 -1.27 -0.90
F -1.65 -0.58 -3.25
C -1.90 0.60 -2.62
C -2.35 0.57 -1.31
C -2.63 1.82 -0.77
F -3.10 1.91 0.49
C -2.47 3.01 -1.46
F -2.79 4.20 -0.91
C -1.97 2.98 -2.76
F -1.79 4.13 -3.45
C -1.69 1.76 -3.35
F -1.20 1.72 -4.61
*
```

Results of the Mulliken charge analysis, in e, for atoms 1 through 6: 1.574 -0.662 0.188 -0.471 -0.720 -0.405

---

# 3
A cluster of 4 separate species, C12H16BF3NO16S2 in total. Source: the Open Molecules 2025 dataset; level of theory: ωB97M-V with the def2-TZVPD basis set.

Results
highest occupied orbital energy	-0.220	Ha
LUMO energy	0.0582	Ha
frontier orbital gap	7.6	eV

```
! RIJCOSX wB97M-V def2-TZVPD def2/J DEFGRID3
* xyz -1 1
O -1.48 -2.15 -3.47
C -1.78 -2.85 -2.36
C -0.72 -2.72 -1.08
S -0.71 -4.25 0.03
O -2.14 -4.91 0.08
O 0.19 -5.30 -0.72
N 0.02 -4.01 1.59
S -0.71 -2.69 2.48
O -0.27 -2.88 3.98
O -2.26 -2.68 2.49
C -0.06 -0.98 1.99
B 1.42 -1.00 1.28
O 2.40 -2.10 1.32
O 1.81 0.22 0.52
H -2.75 -3.52 -2.32
H 0.35 -2.63 -1.59
H -0.99 -1.72 -0.54
H -0.02 -0.28 2.95
H -0.88 -0.50 1.29
H 2.36 -2.63 0.45
H 1.62 0.07 -0.46
C -0.28 2.81 -1.16
C -1.30 1.73 -1.27
O -2.06 1.88 -0.10
C -1.99 3.21 0.21
O -2.73 3.77 0.99
O -0.98 3.82 -0.48
F -0.72 0.51 -1.24
H 0.60 2.50 -0.57
H 0.07 3.16 -2.14
H -1.95 1.81 -2.15
C -1.34 4.34 -6.42
C -2.35 3.75 -5.49
O -1.57 2.99 -4.60
C -0.36 3.62 -4.56
O 0.48 3.42 -3.70
O -0.21 4.50 -5.59
F -3.19 2.92 -6.15
H -1.09 3.66 -7.25
H -1.67 5.29 -6.84
H -2.93 4.50 -4.93
C 3.49 -2.29 5.35
C 2.93 -1.52 6.49
O 2.73 -0.24 5.95
C 2.50 -0.44 4.63
O 2.01 0.40 3.88
O 2.86 -1.70 4.23
F 3.82 -1.43 7.50
H 4.58 -2.18 5.25
H 3.26 -3.36 5.40
H 1.98 -1.92 6.87
*
```

Results of the Mulliken charge analysis, in e, for atoms 1 through 6: -0.535 -0.028 0.244 1.111 -0.679 -0.709